(1)
{"formula": "C10H18O3", "method": "ωB97M-V/def2-TZVPD", "e_above_lowest_ev": 17.523, "largest_force_ev_per_a": 8.23, "total_energy_ev": -16786.5379, "e_lumo_ha": 0.0264, "symbols": ["C", "C", "C", "C", "C", "C", "C", "C", "C", "C", "H", "H", "H", "H", "H", "H", "H", "H", "H", "H", "H", "H", "H", "H", "H", "H", "H", "H", "O", "O", "O"], "coordinates": [[-1.703, -1.736, 3.228], [-0.435, -1.579, 2.097], [0.121, -0.056, 2.487], [-0.664, 0.915, 1.505], [-1.002, 0.360, 0.104], [-0.090, -0.116, -0.953], [0.804, 1.066, -1.402], [0.309, 2.100, -2.373], [1.601, -0.679, -2.839], [2.071, 0.593, -1.995], [-2.138, -2.804, 2.836], [-1.463, -1.883, 4.429], [-2.224, -0.648, 2.900], [0.160, -2.470, 2.211], [-0.870, -2.021, 1.148], [1.564, -0.115, 2.656], [-0.549, 0.398, 3.918], [-0.079, 1.691, 1.233], [-1.474, 1.371, 1.986], [-1.490, -0.839, 0.296], [-1.910, 0.955, -0.150], [0.560, -0.847, -0.556], [-0.601, -0.820, -1.802], [1.352, 2.876, -2.235], [-0.710, 2.787, -2.440], [0.734, -1.384, -2.451], [2.383, -1.060, -3.533], [2.858, 1.200, -2.572], [0.592, 1.457, -3.575], [0.522, -0.021, -3.494], [1.773, 1.311, -0.665]], "nbo_charge": [-0.64, -0.48, -0.34, -0.48, -0.40, -0.44, 0.20, -0.11, -0.13, -0.04, 0.21, 0.23, 0.22, 0.21, 0.22, 0.26, 0.18, 0.22, 0.22, 0.19, 0.22, 0.22, 0.24, 0.19, 0.21, 0.25, 0.21, 0.23, -0.29, -0.31, -0.43]}


(2)
{"formula": "C10H18O4", "method": "ωB97M-V/def2-TZVPD", "e_above_lowest_ev": 5.523, "largest_force_ev_per_a": 3.49, "total_energy_ev": -18847.1503, "e_lumo_ha": [-0.0886, -0.1019], "symbols": ["C", "C", "C", "H", "C", "O", "O", "C", "H", "H", "H", "H", "H", "H", "H", "H", "C", "C", "C", "O", "O", "C", "C", "H", "H", "H", "H", "H", "H", "H", "H", "H"], "coordinates": [[1.608, -0.360, 1.608], [1.074, -1.682, 1.654], [1.805, -2.877, 1.229], [1.110, -3.724, 1.296], [-0.281, -1.877, 2.180], [-0.909, -2.931, 2.137], [-0.780, -0.744, 2.716], [-2.084, -0.932, 3.232], [1.153, 0.282, 0.661], [1.342, 0.229, 2.493], [2.693, -0.371, 1.440], [2.149, -2.757, 0.187], [2.684, -3.082, 1.868], [-2.350, 0.022, 3.683], [-2.774, -1.186, 2.419], [-2.097, -1.734, 3.981], [-1.303, 2.165, -3.226], [-0.391, 2.363, -2.116], [0.039, 1.193, -1.451], [0.781, 1.155, -0.436], [-0.425, 0.109, -2.089], [0.159, -1.125, -1.688], [0.069, 3.668, -1.674], [-1.587, 3.157, -3.595], [-0.863, 1.605, -4.064], [-2.216, 1.634, -2.920], [-0.317, -1.879, -2.317], [1.249, -1.104, -1.858], [-0.076, -1.303, -0.632], [-0.089, 4.368, -2.500], [-0.499, 4.054, -0.814], [1.129, 3.665, -1.404]], "nbo_charge": [-0.73, 0.21, -0.70, 0.26, 0.67, -0.57, -0.48, -0.26, 0.42, 0.28, 0.23, 0.25, 0.25, 0.20, 0.20, 0.20, -0.62, -0.15, 0.65, -0.71, -0.51, -0.25, -0.63, 0.20, 0.21, 0.21, 0.20, 0.18, 0.16, 0.20, 0.21, 0.22]}


(3)
{"formula": "C10H18O4", "method": "ωB97M-V/def2-TZVPD", "e_above_lowest_ev": 5.905, "largest_force_ev_per_a": 3.62, "total_energy_ev": -18846.7681, "e_lumo_ha": [0.0009, -0.0818], "symbols": ["C", "C", "C", "C", "C", "C", "C", "C", "C", "O", "O", "C", "O", "O", "H", "H", "H", "H", "H", "H", "H", "H", "H", "H", "H", "H", "H", "H", "H", "H", "H", "H"], "coordinates": [[-2.208, 0.107, 1.277], [-2.414, -0.017, -0.227], [-3.623, -0.855, -0.587], [-1.209, -0.550, -1.026], [-0.172, -1.449, -0.340], [1.243, -1.343, -0.901], [2.288, -0.230, -0.216], [1.949, 1.402, -0.433], [1.146, 2.070, 0.658], [0.144, 2.790, 0.173], [3.198, 2.019, -0.573], [2.377, -0.526, 1.295], [3.387, -0.430, -0.875], [-1.016, -0.024, -2.100], [-1.793, -0.814, 1.697], [-1.508, 0.932, 1.480], [-3.162, 0.307, 1.790], [-2.565, 0.995, -0.644], [-3.460, -1.881, -0.246], [-4.522, -0.439, -0.116], [-3.727, -0.859, -1.675], [-0.164, -1.159, 0.715], [-0.547, -2.496, -0.416], [1.740, -2.314, -0.701], [1.242, -1.159, -1.983], [1.308, 1.448, -1.368], [0.740, 1.320, 1.342], [0.262, 3.728, -0.148], [3.785, 1.246, -0.866], [1.415, -0.583, 1.805], [2.885, -1.485, 1.442], [2.983, 0.248, 1.767]], "nbo_charge": [-0.61, -0.32, -0.60, 0.62, -0.54, -0.41, 0.23, 0.00, 0.17, -0.71, -0.71, -0.61, -0.36, -0.55, 0.20, 0.22, 0.22, 0.23, 0.20, 0.21, 0.22, 0.22, 0.24, 0.21, 0.24, 0.18, 0.13, 0.51, 0.49, 0.22, 0.23, 0.23]}


(4)
{"formula": "C10H18OS", "method": "ωB97M-V/def2-TZVPD", "e_above_lowest_ev": 3.266, "largest_force_ev_per_a": 5.15, "total_energy_ev": -23541.2595, "e_lumo_ha": 0.0008, "symbols": ["C", "C", "C", "C", "C", "C", "C", "C", "C", "C", "O", "S", "H", "H", "H", "H", "H", "H", "H", "H", "H", "H", "H", "H", "H", "H", "H", "H", "H", "H"], "coordinates": [[-1.878, -1.905, -0.239], [-1.339, -0.912, 0.439], [-3.887, 0.627, 0.781], [4.411, -0.755, 0.188], [-2.651, 1.391, 0.733], [3.232, -0.498, -0.742], [2.019, 0.035, -0.023], [1.043, 0.831, -0.833], [-0.176, 1.288, 0.071], [-1.542, 0.528, 0.006], [-5.720, -0.815, -0.368], [-4.619, 0.086, -0.602], [-1.796, -2.935, 0.043], [-2.347, -1.794, -1.199], [-0.815, -1.173, 1.311], [-4.295, 0.275, 1.742], [5.038, 0.166, 0.306], [5.052, -1.490, -0.366], [4.060, -1.141, 1.214], [-2.740, 2.226, 0.196], [-2.359, 1.671, 1.814], [3.278, -1.432, -1.399], [3.763, 0.259, -1.472], [1.589, -0.821, 0.495], [2.460, 0.593, 0.802], [0.746, 0.133, -1.617], [1.614, 1.629, -1.431], [0.133, 1.159, 1.170], [-0.343, 2.376, -0.058], [-1.932, 0.399, -0.957]], "nbo_charge": [-0.37, -0.19, -0.48, -0.60, -0.44, -0.40, -0.41, -0.41, -0.39, -0.23, -0.92, 1.16, 0.20, 0.19, 0.20, 0.24, 0.20, 0.21, 0.20, 0.22, 0.22, 0.21, 0.19, 0.21, 0.20, 0.21, 0.21, 0.20, 0.21, 0.20]}


(5)
{"formula": "C10H19B2IO6", "method": "ωB97M-V/def2-TZVPD", "smiles": "CCOB(O)[C@@H]1OC(=O)O[C@]1(CCCI)B(O)CC", "largest_force_ev_per_a": 0.96, "total_energy_ev": -32420.6015, "e_lumo_ha": 0.0121, "symbols": ["C", "C", "O", "B", "O", "C", "O", "C", "O", "O", "C", "C", "C", "C", "I", "B", "O", "C", "C", "H", "H", "H", "H", "H", "H", "H", "H", "H", "H", "H", "H", "H", "H", "H", "H", "H", "H", "H"], "coordinates": [[-1.678, 4.179, 1.126], [-0.511, 3.219, 1.227], [-0.041, 2.922, -0.091], [0.952, 1.998, -0.329], [1.917, 2.308, -1.223], [0.921, 0.588, 0.400], [2.201, 0.047, 0.859], [1.895, -1.195, 1.332], [2.585, -1.833, 2.056], [0.689, -1.590, 0.856], [0.404, -0.686, -0.275], [-1.042, -0.700, -0.742], [-2.080, -0.113, 0.211], [-2.239, -0.798, 1.563], [-2.551, -2.901, 1.443], [1.305, -1.187, -1.514], [1.569, -0.257, -2.479], [1.867, -2.649, -1.634], [1.017, -3.824, -1.091], [-2.335, 3.862, 0.315], [-2.264, 4.164, 2.045], [-1.345, 5.196, 0.928], [-0.832, 2.309, 1.741], [0.301, 3.673, 1.798], [1.831, 3.228, -1.497], [0.335, 0.644, 1.326], [-1.049, -0.110, -1.663], [-1.328, -1.719, -1.017], [-3.053, -0.151, -0.285], [-1.868, 0.946, 0.391], [-1.401, -0.625, 2.234], [-3.133, -0.424, 2.055], [1.580, -0.628, -3.367], [2.860, -2.653, -1.170], [2.062, -2.821, -2.700], [0.103, -3.505, -0.596], [1.576, -4.389, -0.346], [0.776, -4.526, -1.888]], "nbo_charge": [-0.63, -0.05, -0.73, 1.13, -0.85, -0.26, -0.50, 0.97, -0.57, -0.52, -0.08, -0.43, -0.43, -0.51, 0.08, 1.05, -0.88, -0.81, -0.60, 0.22, 0.22, 0.21, 0.16, 0.18, 0.50, 0.19, 0.23, 0.23, 0.22, 0.21, 0.22, 0.22, 0.50, 0.26, 0.22, 0.21, 0.22, 0.20]}


(6)
{"formula": "C10H19Br12O4P", "method": "ωB97M-V/def2-TZVPD", "e_above_lowest_ev": 0.331, "largest_force_ev_per_a": 1.44, "total_energy_ev": -868668.2106, "e_lumo_ha": -0.0214, "symbols": ["C", "Br", "Br", "Br", "H", "C", "Br", "Br", "Br", "H", "C", "Br", "Br", "Br", "H", "C", "Br", "Br", "Br", "H", "C", "C", "O", "P", "O", "O", "C", "C", "O", "C", "C", "H", "H", "H", "H", "H", "H", "H", "H", "H", "H", "H", "H", "H", "H", "H"], "coordinates": [[-1.977, 5.210, 0.897], [-0.762, 5.574, 2.417], [-2.965, 3.600, 1.300], [-0.876, 5.022, -0.685], [-2.653, 6.045, 0.796], [3.693, 4.539, 0.518], [3.010, 6.065, -0.510], [4.868, 5.260, 1.938], [4.682, 3.309, -0.648], [2.826, 4.041, 0.930], [0.378, 1.782, 2.074], [1.681, 2.314, 3.401], [-0.121, -0.082, 2.331], [1.049, 2.032, 0.228], [-0.497, 2.407, 2.172], [-1.234, 1.028, 6.346], [-1.723, 2.258, 4.887], [-1.099, 2.018, 8.004], [0.400, 0.053, 5.930], [-2.008, 0.290, 6.491], [1.274, -3.313, -4.942], [1.024, -2.456, -3.726], [0.492, -3.219, -2.646], [-1.013, -3.084, -2.165], [-2.020, -3.626, -3.092], [-0.957, -3.706, -0.700], [0.109, -3.330, 0.191], [1.182, -4.416, 0.226], [-1.154, -1.497, -1.933], [-2.419, -0.897, -1.572], [-2.085, 0.518, -1.114], [0.391, -3.857, -5.279], [1.661, -2.712, -5.767], [2.025, -4.098, -4.801], [1.940, -1.945, -3.423], [0.327, -1.653, -3.979], [0.504, -2.338, -0.024], [-0.345, -3.320, 1.184], [0.733, -5.311, 0.656], [1.723, -4.552, -0.702], [1.871, -4.129, 1.033], [-3.052, -0.926, -2.457], [-2.861, -1.477, -0.757], [-2.945, 0.956, -0.603], [-1.244, 0.524, -0.425], [-1.829, 1.100, -1.999]], "nbo_charge": [-0.47, 0.06, 0.09, 0.11, 0.23, -0.46, 0.07, 0.07, 0.08, 0.23, -0.48, 0.10, 0.08, 0.07, 0.22, -0.47, 0.07, 0.09, 0.09, 0.22, -0.64, -0.06, -0.83, 2.58, -1.08, -0.81, -0.06, -0.63, -0.85, -0.06, -0.63, 0.23, 0.21, 0.21, 0.18, 0.19, 0.19, 0.18, 0.22, 0.23, 0.21, 0.20, 0.18, 0.21, 0.22, 0.21]}